53
Properties=species:S:1:pos:R:3 method="wB97M-V/def2-TZVPD" total_energy_ha=-6320.8161 homo_lumo_gap_ev="6.959 / 4.015" e_homo_ev="-12.30 / -12.30" charge=+1 s2=2.027 multiplicity=3
Cu -5.437 15.813 9.131
O -6.823 16.798 10.666
C -7.172 18.061 10.182
C -6.065 18.696 9.231
O -5.382 17.910 8.316
H -7.550 18.749 10.938
H -8.049 17.805 9.587
H -5.320 19.177 9.865
H -6.438 19.604 8.757
O -6.948 15.031 7.830
C -8.074 15.039 7.242
O -8.248 14.472 6.050
C -9.612 14.558 5.661
C -10.354 15.311 6.643
C -9.404 15.694 7.721
H -10.066 13.569 5.599
H -9.628 14.936 4.638
H -11.231 14.774 7.006
H -10.631 16.281 6.231
H -9.625 15.338 8.727
H -9.130 16.749 7.746
O -10.209 22.667 6.027
C -9.348 22.794 6.933
O -8.082 23.253 6.676
C -7.193 22.941 7.751
C -8.050 22.598 8.910
C -9.464 22.306 8.340
H -6.461 23.737 7.883
H -6.591 22.119 7.364
H -8.199 23.516 9.479
H -7.664 21.838 9.589
H -10.245 22.819 8.903
H -9.597 21.225 8.346
C -11.130 18.644 8.693
Cl -11.608 17.654 10.100
Cl -11.955 20.228 8.654
H -10.041 18.684 8.738
H -11.426 18.100 7.795
C -9.801 15.834 12.587
Cl -10.636 15.804 14.103
Cl -10.608 14.686 11.421
H -9.883 16.837 12.169
H -8.735 15.614 12.651
C -7.041 19.264 5.598
Cl -8.624 18.754 6.253
Cl -7.153 19.914 3.921
H -6.715 20.047 6.282
H -6.357 18.421 5.499
C -2.723 19.170 6.450
Cl -2.899 18.002 5.156
Cl -1.316 20.185 6.181
H -3.628 19.777 6.467
H -2.704 18.708 7.437

6
Properties=species:S:1:pos:R:3 method="wB97M-V/def2-TZVPD" total_energy_ha=-550.7097 relative_energy_kcal_mol=49.28 homo_lumo_gap_ev=7.462 e_homo_ev=-9.84 smiles="O=CC=S" multiplicity=1
O 1.635 -0.309 -0.499
C 0.540 0.457 0.057
C -0.597 -0.336 0.259
S -2.141 -0.033 -0.323
H 0.717 1.593 0.007
H -0.154 -1.372 0.499

79
Properties=species:S:1:pos:R:3 method="wB97M-V/def2-TZVPD" total_energy_ha=-12456.2105 relative_energy_kcal_mol=0.00 homo_lumo_gap_ev="6.152 / 5.297" e_homo_ev="-13.31 / -13.31" charge=+2 s2=0.758 multiplicity=2
Mo 0.620 0.755 -1.697
C 0.717 3.900 1.052
C 0.647 2.424 0.849
O 0.687 1.630 1.771
N 0.572 1.977 -0.468
Te -0.291 -0.671 0.937
C -1.705 -0.250 2.420
C -2.991 0.160 2.053
C -3.404 0.527 0.656
C -3.927 0.267 3.074
C -3.605 0.025 4.403
C -4.636 0.172 5.482
C -2.287 -0.290 4.721
C -1.304 -0.429 3.753
C 0.110 -0.710 4.191
C 0.623 -2.413 1.618
C -0.137 -3.535 1.988
C -1.631 -3.553 2.182
C 0.575 -4.694 2.268
C 1.964 -4.753 2.234
C 2.691 -6.024 2.556
C 2.671 -3.593 1.937
C 2.026 -2.403 1.638
C 2.853 -1.155 1.489
H 0.234 4.164 1.990
H 0.275 4.438 0.217
H 1.771 4.178 1.127
H -2.570 0.894 0.056
H -4.144 1.325 0.695
H -3.852 -0.317 0.131
H -4.936 0.572 2.820
H -5.637 -0.024 5.102
H -4.624 1.190 5.876
H -4.439 -0.504 6.312
H -2.008 -0.415 5.761
H 0.264 -0.305 5.189
H 0.852 -0.231 3.544
H 0.323 -1.780 4.229
H -2.183 -3.043 1.399
H -1.890 -3.086 3.135
H -1.983 -4.582 2.216
H 0.017 -5.585 2.533
H 2.018 -6.879 2.559
H 3.154 -5.955 3.542
H 3.487 -6.211 1.835
H 3.755 -3.611 1.954
H 3.802 -1.370 1.000
H 3.075 -0.740 2.476
H 2.369 -0.356 0.924
C 1.069 3.211 -3.454
C 0.944 3.973 -4.792
N -0.013 3.314 -5.664
C 0.479 1.989 -6.016
C 0.781 1.157 -4.742
N 0.323 1.910 -3.529
C -1.127 2.247 -3.741
C -1.280 3.190 -4.959
H 0.641 3.765 -2.620
H 2.108 2.993 -3.207
H 1.908 4.013 -5.297
H 0.616 4.996 -4.613
H 1.387 2.093 -6.610
H -0.269 1.490 -6.632
H 1.850 0.970 -4.637
H 0.269 0.194 -4.748
H -1.497 2.698 -2.820
H -1.661 1.316 -3.900
H -1.602 4.184 -4.648
H -2.033 2.797 -5.641
Se 4.558 2.619 -5.499
Sb 4.606 1.322 -3.564
Se 6.438 -0.521 -3.562
Se 6.861 1.297 -2.278
Se 3.011 0.278 -1.832
O -2.415 -2.050 -2.521
S -1.416 -1.355 -1.808
O -1.437 0.146 -1.944
O -1.604 -1.654 -0.263
S 0.535 -1.713 -2.189

10
Properties=species:S:1:pos:R:3 method="wB97M-V/def2-TZVPD" total_energy_ha=-247.0979 relative_energy_kcal_mol=131.38 homo_lumo_gap_ev="9.407 / 9.406" e_homo_ev="-8.86 / -8.86" smiles="C=[NH+][O-].C#C" multiplicity=1
C -1.547 1.165 0.214
N -0.459 0.886 -0.466
O 0.732 1.187 -0.085
H -2.488 1.077 -0.351
H -1.536 1.707 1.158
H -0.444 0.155 -1.126
C 1.956 -1.482 0.396
C 0.876 -1.585 -0.072
H 2.855 -1.483 0.924
H 0.055 -1.627 -0.593

14
Properties=species:S:1:pos:R:3 method="wB97M-V/def2-TZVPD" total_energy_ha=-303.4013 relative_energy_kcal_mol=7.42 homo_lumo_gap_ev="4.409 / 8.727" e_homo_ev="-3.89 / -8.24" s2=0.753 multiplicity=2
N 0.588 -0.814 1.437
C -0.527 -0.028 1.675
N -1.089 0.794 0.718
H 0.723 -1.219 0.522
H 1.143 -1.228 2.156
H -0.936 0.004 2.674
H -2.017 1.158 0.721
H -0.479 1.001 -0.069
H 0.685 2.714 -1.180
H 0.136 1.713 -2.228
O 0.325 1.824 -1.291
H 0.325 -2.562 -1.266
H 0.408 -1.655 -2.392
O 0.715 -1.701 -1.476

78
Properties=species:S:1:pos:R:3 method="wB97M-V/def2-TZVPD" total_energy_ha=-2354.7127 relative_energy_kcal_mol=31.20 homo_lumo_gap_ev=4.986 e_homo_ev=-6.35 multiplicity=1
Pb 11.412 11.575 16.087
O 13.043 9.324 20.138
C 11.996 9.309 20.965
C 12.043 8.653 22.197
C 11.040 8.791 23.154
C 9.955 9.663 22.949
C 9.877 10.342 21.733
C 10.793 10.110 20.708
C 10.592 10.378 19.215
O 11.513 10.032 18.412
N 9.475 11.084 18.933
N 9.395 11.382 17.668
C 8.295 12.043 17.378
C 7.692 12.183 16.089
C 6.297 12.342 16.158
C 5.514 12.255 15.012
C 6.100 12.069 13.763
C 7.453 11.875 13.635
C 8.305 11.895 14.809
O 9.622 11.751 14.732
H 12.439 9.529 19.279
H 12.872 8.049 22.395
H 11.095 8.396 24.185
H 9.274 9.722 23.800
H 8.993 10.909 21.455
H 7.670 12.471 18.229
H 5.822 12.720 17.026
H 4.459 12.452 15.102
H 5.470 11.948 12.870
H 8.041 11.937 12.717
C 10.511 7.196 15.256
C 11.050 8.286 15.980
N 11.727 9.193 15.311
C 12.098 9.072 14.015
C 11.583 7.957 13.331
N 10.814 7.075 13.951
C 12.961 10.135 13.446
C 13.813 9.953 12.316
C 14.497 11.032 11.869
C 14.287 12.326 12.387
C 13.291 12.458 13.341
N 12.710 11.373 13.889
C 12.738 13.820 13.584
C 13.097 14.950 12.863
N 12.535 16.121 13.099
C 11.641 16.276 14.103
C 11.309 15.125 14.832
N 11.837 13.951 14.571
C 15.504 10.993 10.768
C 15.725 11.988 9.817
C 16.786 11.841 8.916
N 17.494 10.734 8.806
C 17.179 9.717 9.608
C 16.212 9.815 10.616
H 9.964 6.361 15.757
H 10.788 8.480 17.025
H 11.794 7.722 12.308
H 13.836 9.006 11.803
H 14.793 13.149 11.861
H 13.759 14.990 11.951
H 11.249 17.283 14.254
H 10.608 15.113 15.662
H 15.177 12.928 9.734
H 17.042 12.604 8.208
H 17.791 8.782 9.562
H 15.792 8.885 11.150
C 17.011 14.464 17.333
N 15.933 13.469 17.658
C 15.950 12.524 18.673
C 14.802 11.789 18.490
N 14.137 12.171 17.318
C 14.938 13.121 16.802
H 17.964 14.020 16.965
H 17.115 15.154 18.178
H 16.556 15.156 16.568
H 16.759 12.512 19.384
H 14.471 11.030 19.134
H 14.758 13.702 15.896

11
Properties=species:S:1:pos:R:3 method="wB97M-V/def2-TZVPD" total_energy_ha=-459.0156 relative_energy_kcal_mol=0.00 homo_lumo_gap_ev="5.232 / 8.045" e_homo_ev="-6.25 / -9.06" s2=0.758 multiplicity=2
O 0.120 -2.119 0.454
C -0.747 -1.125 0.501
C -0.360 0.186 0.659
H -1.805 -1.402 0.366
Li 1.811 -1.279 0.182
C -0.626 1.546 0.039
C 0.737 0.946 0.275
O 1.735 0.735 -0.585
Ag 1.116 -1.413 -1.554
H -1.018 1.537 -0.993
H -0.962 2.389 0.656

8
Properties=species:S:1:pos:R:3 method="wB97M-V/def2-TZVPD" total_energy_ha=-474.5331 relative_energy_kcal_mol=88.23 homo_lumo_gap_ev=9.133 e_homo_ev=-8.03 smiles="PN1C=C1" multiplicity=1
P -1.421 -0.222 0.080
N 0.127 -0.224 -0.698
C 1.213 0.483 0.005
C 1.209 -0.765 0.200
H -2.332 -0.257 -1.009
H -1.305 1.078 0.199
H 1.206 1.563 0.382
H 1.303 -1.657 0.842

117
Properties=species:S:1:pos:R:3 method="wB97M-V/def2-TZVPD" total_energy_ha=-4201.3305 homo_lumo_gap_ev="4.745 / 8.035" e_homo_ev="-7.50 / -7.92" s2=6.289 multiplicity=5
Mn -0.030 -0.024 0.328
C -2.821 -1.421 0.761
O -1.919 -0.857 -0.191
C -2.412 -0.966 -1.494
C -2.165 -2.114 -2.245
C -1.134 -3.115 -1.792
C 0.255 -2.757 -2.284
C 0.694 -3.169 -3.530
C 1.992 -2.943 -3.976
C 2.862 -2.300 -3.097
C 2.470 -1.860 -1.850
C 3.457 -1.209 -0.902
C 3.574 0.262 -1.206
C 4.516 0.748 -2.105
C 4.583 2.094 -2.439
C 3.571 2.931 -1.975
C 2.612 2.490 -1.078
C 1.463 3.361 -0.640
C 0.253 3.094 -1.514
C 0.181 3.637 -2.781
C -0.926 3.469 -3.610
C -1.998 2.755 -3.091
C -1.971 2.182 -1.832
C -3.178 1.416 -1.326
C -3.197 0.071 -2.004
C -3.905 -0.156 -3.172
C -3.808 -1.358 -3.870
C -2.877 -2.289 -3.426
C -4.720 -1.608 -5.062
C -4.621 -0.442 -6.055
C -4.380 -2.902 -5.807
C -6.164 -1.724 -4.549
C -0.809 2.285 -1.027
O -0.740 1.706 0.153
C -0.900 4.020 -5.027
C -0.579 5.520 -5.022
C -2.230 3.835 -5.763
C 0.192 3.259 -5.795
C 2.697 1.173 -0.620
O 1.936 0.791 0.489
C 2.620 1.081 1.710
C 5.691 2.667 -3.309
C 6.376 3.827 -2.571
C 5.071 3.172 -4.618
C 6.776 1.641 -3.647
C 1.128 -2.041 -1.425
O 0.731 -1.615 -0.253
C 2.496 -3.388 -5.341
C 3.044 -2.164 -6.089
C 3.613 -4.427 -5.166
C 1.399 -4.021 -6.203
H -3.787 -0.907 0.718
H -2.372 -1.297 1.747
H -2.970 -2.486 0.566
H -1.399 -4.105 -2.167
H -1.087 -3.147 -0.701
H -0.006 -3.696 -4.157
H 3.891 -2.145 -3.386
H 4.430 -1.692 -1.008
H 3.088 -1.360 0.115
H 5.228 0.054 -2.518
H 3.544 3.963 -2.291
H 1.743 4.412 -0.725
H 1.179 3.147 0.393
H 1.024 4.212 -3.131
H -2.893 2.627 -3.678
H -4.089 1.968 -1.562
H -3.086 1.313 -0.243
H -4.568 0.619 -3.526
H -2.712 -3.197 -3.982
H -3.584 -0.276 -6.338
H -5.016 0.478 -5.631
H -5.194 -0.669 -6.951
H -3.355 -2.888 -6.170
H -5.040 -3.005 -6.666
H -4.527 -3.772 -5.171
H -6.478 -0.819 -4.036
H -6.257 -2.559 -3.858
H -6.839 -1.895 -5.385
H -1.327 6.067 -4.453
H -0.580 5.898 -6.042
H 0.397 5.722 -4.592
H -3.034 4.362 -5.254
H -2.489 2.783 -5.856
H -2.143 4.246 -6.766
H 1.169 3.423 -5.349
H 0.224 3.591 -6.830
H -0.016 2.191 -5.778
H 3.536 0.486 1.781
H 1.956 0.813 2.533
H 2.875 2.145 1.756
H 5.683 4.633 -2.348
H 7.176 4.229 -3.188
H 6.808 3.477 -1.636
H 4.364 3.976 -4.431
H 4.544 2.361 -5.118
H 5.847 3.545 -5.281
H 7.241 1.254 -2.744
H 7.550 2.125 -4.240
H 6.379 0.816 -4.232
H 3.896 -1.733 -5.571
H 2.274 -1.401 -6.176
H 3.364 -2.451 -7.088
H 4.451 -4.018 -4.609
H 3.977 -4.750 -6.139
H 3.240 -5.298 -4.633
H 0.574 -3.329 -6.357
H 1.024 -4.937 -5.752
H 1.810 -4.275 -7.178
F -0.896 -0.936 6.006
C -0.947 -0.410 4.786
F -2.221 -0.420 4.383
F -0.553 0.861 4.866
S 0.051 -1.308 3.496
O -0.614 -2.565 3.342
O 1.410 -1.302 3.946
O -0.200 -0.360 2.388

25
Properties=species:S:1:pos:R:3 method="wB97M-V/def2-TZVPD" total_energy_ha=-693.1956 relative_energy_kcal_mol=1.97 homo_lumo_gap_ev=9.143 e_homo_ev=-8.16 smiles="CP(C)C1(C)C=CCC=C1" multiplicity=1
C 2.548 0.742 -0.113
P 1.210 -0.621 0.100
C 1.123 -1.179 -1.667
C -0.539 0.373 0.105
C -0.557 1.628 -0.826
C -1.463 -0.669 -0.411
C -1.902 -1.676 0.405
C -1.560 -1.611 1.879
C -1.582 -0.189 2.361
C -0.999 0.744 1.514
H 3.383 0.191 -0.190
H 2.538 1.418 0.764
H 2.403 1.342 -0.997
H 2.115 -1.295 -2.068
H 0.461 -0.418 -2.188
H 0.557 -2.129 -1.650
H 0.205 2.406 -0.422
H -1.487 2.233 -0.933
H -0.238 1.294 -1.797
H -1.758 -0.540 -1.434
H -2.300 -2.566 -0.080
H -2.146 -2.339 2.352
H -0.506 -1.943 1.921
H -1.595 -0.011 3.436
H -0.744 1.724 1.776

12
Properties=species:S:1:pos:R:3 method="wB97M-V/def2-TZVPD" total_energy_ha=-211.2820 relative_energy_kcal_mol=49.37 homo_lumo_gap_ev=9.463 e_homo_ev=-8.91 smiles="C=N/C=C/C" multiplicity=1
C 0.269 2.307 -0.721
N -0.163 1.287 -1.396
C -0.335 0.083 -0.711
C 0.414 -0.495 0.261
C -0.145 -1.735 0.938
H 0.104 3.241 -1.244
H 0.405 2.035 0.389
H -1.018 -0.573 -1.285
H 1.339 0.013 0.583
H -0.211 -1.852 2.029
H 0.513 -2.548 0.604
H -1.171 -1.764 0.554

78
Properties=species:S:1:pos:R:3 method="wB97M-V/def2-TZVPD" total_energy_ha=-7122.3134 relative_energy_kcal_mol=15.37 homo_lumo_gap_ev="8.027 / 5.990" e_homo_ev="-10.98 / -10.95" charge=+1 s2=0.756 multiplicity=2
Ir 1.146 -0.545 -1.101
C -3.300 3.194 -2.690
O -2.435 2.290 -3.399
C -1.647 1.543 -2.619
O -1.628 1.554 -1.420
N -0.853 0.770 -3.439
N -0.052 -0.277 -2.937
H -3.886 3.692 -3.454
H -2.710 3.916 -2.129
H -3.943 2.643 -2.008
H -1.184 0.652 -4.385
H 0.690 -0.415 -3.619
H -0.598 -1.139 -2.898
C -4.197 0.226 4.142
C -3.866 -1.216 3.800
C -5.123 -2.039 3.574
C -4.764 -3.493 3.330
C -3.783 -3.604 2.197
C -3.694 -4.755 1.453
C -2.789 -4.844 0.396
F -2.736 -5.990 -0.292
C -1.977 -3.808 0.047
C -2.053 -2.616 0.786
C -1.198 -1.503 0.430
O -0.451 -1.681 -0.612
C -1.283 -0.345 1.205
C -2.192 -0.328 2.248
N -2.990 -1.329 2.591
C -2.946 -2.517 1.865
C -0.500 0.944 1.047
O -0.841 1.908 1.722
O 0.492 0.961 0.243
H -4.935 0.218 4.943
H -4.630 0.746 3.287
H -3.340 0.791 4.503
H -3.299 -1.663 4.623
H -5.676 -1.627 2.725
H -5.758 -1.944 4.455
H -5.650 -4.085 3.105
H -4.323 -3.917 4.237
H -4.328 -5.604 1.674
H -1.280 -3.897 -0.772
H -2.246 0.586 2.818
C 0.984 3.772 -0.624
N 2.124 3.200 0.075
C 2.812 2.119 -0.276
Se 2.658 1.091 -1.874
N 3.683 1.817 0.690
C 3.521 2.700 1.748
C 4.140 2.798 2.987
C 3.706 3.819 3.808
C 2.693 4.707 3.412
C 2.081 4.608 2.179
C 2.525 3.584 1.351
H 0.886 3.284 -1.589
H 1.145 4.840 -0.762
H 0.090 3.574 -0.033
H 4.211 0.958 0.697
H 4.915 2.110 3.294
H 4.153 3.937 4.785
H 2.383 5.486 4.095
H 1.291 5.281 1.880
Br 2.417 -1.361 0.799
C 1.833 -2.164 -2.243
C 3.035 -1.864 -3.078
C 2.911 -1.471 -4.411
C 4.015 -1.085 -5.156
C 5.276 -1.107 -4.574
C 5.424 -1.538 -3.254
C 4.316 -1.909 -2.521
C 6.426 -0.696 -5.332
N 7.342 -0.364 -5.942
H 2.055 -2.957 -1.529
H 1.019 -2.532 -2.878
H 1.941 -1.506 -4.900
H 3.905 -0.782 -6.188
H 6.412 -1.577 -2.815
H 4.429 -2.227 -1.491